ORCA calculation (the ωB97M-V functional and the def2-TZVPD basis) on a cluster of 4 separate species, C21H41INO13PS3 in total at a distorted geometry.

CARTESIAN COORDINATES (ANGSTROEM)
C (1.462, -3.050, 3.106)
C (0.582, -3.961, 2.015)
C (1.681, -4.880, 1.150)
I (0.533, -6.487, 0.209)
N (2.719, -5.329, 2.155)
C (4.018, -5.758, 1.510)
O (4.869, -6.662, 2.071)
O (4.510, -5.178, 0.218)
C (4.830, -3.735, 0.404)
C (5.032, -2.938, -1.052)
C (3.670, -3.156, -1.977)
C (2.620, -1.900, -2.242)
C (1.237, -2.154, -3.135)
C (0.848, -3.628, -3.802)
C (1.901, -4.863, -3.572)
C (3.257, -4.595, -2.690)
P (2.042, -6.563, 3.250)
O (2.316, -8.190, 2.693)
O (2.507, -6.325, 4.911)
H (2.522, -2.742, 2.669)
H (1.532, -3.551, 4.165)
H (0.871, -2.025, 3.225)
H (-0.155, -4.626, 2.634)
H (0.071, -3.197, 1.290)
H (2.079, -4.183, 0.298)
H (3.929, -3.214, 0.988)
H (5.823, -3.615, 1.042)
H (5.077, -1.770, -0.812)
H (6.022, -3.243, -1.598)
H (2.797, -0.820, -1.814)
H (0.464, -1.269, -3.322)
H (-0.144, -3.828, -4.415)
H (1.726, -5.958, -3.998)
H (4.032, -5.486, -2.517)
H (1.438, -8.706, 2.611)
H (1.662, -5.976, 5.368)
C (0.530, 3.835, -2.384)
C (0.295, 3.364, -0.961)
O (-0.951, 2.695, -0.833)
S (-1.079, 1.169, -1.388)
C (-2.639, 0.784, -0.633)
O (-0.054, 0.355, -0.772)
O (-1.268, 1.211, -2.823)
H (0.657, 2.987, -3.064)
H (1.429, 4.453, -2.445)
H (-0.326, 4.414, -2.747)
H (1.115, 2.726, -0.615)
H (0.261, 4.235, -0.298)
H (-2.521, 0.796, 0.451)
H (-2.939, -0.211, -0.968)
H (-3.378, 1.521, -0.953)
C (3.359, 7.257, 2.307)
C (3.125, 6.786, 3.730)
O (1.878, 6.117, 3.858)
S (1.750, 4.591, 3.303)
C (0.190, 4.206, 4.058)
O (2.775, 3.777, 3.920)
O (1.562, 4.633, 1.868)
H (3.486, 6.409, 1.627)
H (4.258, 7.875, 2.246)
H (2.503, 7.836, 1.944)
H (3.944, 6.148, 4.076)
H (3.091, 7.657, 4.393)
H (0.309, 4.218, 5.142)
H (-0.110, 3.210, 3.724)
H (-0.549, 4.943, 3.738)
C (-6.653, 2.909, -4.700)
C (-7.040, 3.562, -3.386)
O (-7.904, 2.729, -2.626)
S (-7.265, 1.456, -1.836)
C (-8.681, 1.080, -0.832)
O (-6.199, 1.922, -0.975)
O (-7.075, 0.373, -2.777)
H (-6.027, 2.027, -4.532)
H (-6.091, 3.605, -5.328)
H (-7.542, 2.575, -5.244)
H (-6.155, 3.837, -2.804)
H (-7.589, 4.487, -3.596)
H (-8.862, 1.912, -0.150)
H (-8.461, 0.172, -0.267)
H (-9.541, 0.914, -1.483)

Results
structure (SMILES)	CC[C@H](I)N(C(=O)OCCc1ccccc1)P(O)O.CCOS(C)(=O)=O.CCOS(C)(=O)=O.CCOS(C)(=O)=O
maximum force	9.092	eV/A
orbital gap	8.42	eV
2S+1	1
E_HOMO	-0.2998	Ha

***

ORCA calculation (the ωB97M-V functional and the def2-TZVPD basis) on a structure of composition CH4N4 at a distorted geometry.

CARTESIAN COORDINATES (ANGSTROEM)
C (0.795, 0.840, 0.402)
N (0.261, 1.655, -0.492)
N (-0.622, 0.713, -0.858)
N (-0.257, -0.038, 0.288)
N (-0.212, -1.460, 0.482)
H (1.664, 0.956, 1.045)
H (-1.574, 0.997, -1.050)
H (0.743, -1.647, 0.284)
H (-0.797, -2.017, -0.102)

Results
energy above the lowest of the compared OMol25 structures with the same formula, charge and spin	5.336	eV
maximum force	2.915	eV/A
orbital gap	9.73	eV
2S+1	1
E_HOMO	-0.3214	Ha

***

Number 1: calculated total energy -100431.2347 eV. Number 2: calculated total energy -7057.6487 eV.